No. 1
Here is a molecular structure, C37H45As2N3O3ReS from OMol25. Energies are from wB97M-V/def2-TZVPD.

CARTESIAN COORDINATES (ANGSTROEM)
1 Re 0.24 -0.71 0.12
2 C -1.41 2.47 -0.88
3 C -1.39 2.45 0.64
4 As -1.52 0.64 1.36
5 C -1.10 0.77 3.23
6 C -1.56 1.88 3.93
7 C -1.32 1.98 5.29
8 C -0.63 0.97 5.95
9 C -0.18 -0.14 5.25
10 C -0.41 -0.25 3.88
11 C -3.35 0.06 1.27
12 C -4.17 0.33 0.18
13 C -5.49 -0.09 0.20
14 C -5.99 -0.78 1.30
15 C -5.17 -1.05 2.39
16 C -3.84 -0.63 2.38
17 As -0.30 1.06 -1.66
18 C 1.33 1.87 -2.28
19 C 2.19 1.13 -3.09
20 C 3.35 1.71 -3.58
21 C 3.65 3.03 -3.26
22 C 2.79 3.77 -2.46
23 C 1.63 3.19 -1.96
24 C -1.28 0.42 -3.18
25 C -0.92 0.84 -4.46
26 C -1.70 0.47 -5.54
27 C -2.84 -0.30 -5.35
28 C -3.20 -0.71 -4.07
29 C -2.42 -0.35 -2.98
30 H -2.40 2.28 -1.27
31 H -1.10 3.43 -1.28
32 H -2.22 3.03 1.05
33 H -0.46 2.86 1.05
34 H -2.13 2.67 3.44
35 H -1.68 2.84 5.84
36 H -0.45 1.05 7.01
37 H 0.34 -0.94 5.77
38 H -0.07 -1.12 3.35
39 H -3.81 0.87 -0.68
40 H -6.14 0.14 -0.63
41 H -7.02 -1.09 1.32
42 H -5.56 -1.57 3.25
43 H -3.22 -0.81 3.25
44 H 1.94 0.12 -3.39
45 H 4.00 1.15 -4.23
46 H 4.55 3.49 -3.67
47 H 3.02 4.81 -2.24
48 H 0.97 3.80 -1.36
49 H -0.04 1.46 -4.62
50 H -1.43 0.80 -6.54
51 H -3.45 -0.58 -6.19
52 H -4.10 -1.30 -3.92
53 H -2.73 -0.65 -1.98
54 N 0.34 -2.48 -2.64
55 C -0.65 -2.88 -1.83
56 C -1.43 -3.99 -2.19
57 C -2.45 -4.40 -1.39
58 C -2.71 -3.71 -0.18
59 C -1.95 -2.65 0.14
60 N -0.89 -2.19 -0.66
61 H 0.44 -2.92 -3.54
62 H 0.84 -1.62 -2.49
63 H -1.21 -4.50 -3.12
64 H -3.06 -5.25 -1.67
65 H -3.51 -4.01 0.48
66 H -2.11 -2.10 1.05
67 N 3.95 -4.03 0.28
68 C 2.86 -3.69 1.26
69 C 2.03 -2.52 0.78
70 O 2.23 -1.98 -0.34
71 O 1.10 -2.13 1.53
72 H 4.88 -3.72 0.60
73 H 3.77 -3.58 -0.62
74 H 4.02 -5.04 0.13
75 H 3.30 -3.48 2.24
76 H 2.21 -4.56 1.37
77 C 2.20 2.20 3.65
78 C 2.93 2.28 2.32
79 S 2.97 0.71 1.44
80 O 1.48 0.58 0.90
81 C 3.94 1.12 -0.02
82 C 5.41 1.31 0.37
83 H 2.24 3.19 4.10
84 H 2.68 1.50 4.33
85 H 1.15 1.93 3.52
86 H 4.00 2.50 2.45
87 H 2.52 3.01 1.62
88 H 3.50 2.01 -0.47
89 H 3.79 0.27 -0.69
90 H 5.59 2.27 0.84
91 H 6.00 1.28 -0.54
92 H 5.78 0.52 1.03

Computed properties:
* multiplicity: 2
* HOMO level (alpha / beta): -18.6 / -18.6 eV
* total charge: +4
* <S²>: 0.760
* frontier orbital gap (alpha / beta): 5.245 / 5.596 eV
* LUMO energy (alpha / beta): -13.3 / -13.0 eV


No. 2
Here is a molecular structure, C37H45I2N9PV from OMol25. Energies are from wB97M-V/def2-TZVPD.

CARTESIAN COORDINATES (ANGSTROEM)
1 V -0.55 -0.51 0.14
2 C -1.46 5.04 -4.11
3 N -2.15 3.77 -3.90
4 C -3.24 3.34 -4.61
5 C -3.55 2.10 -4.13
6 N -2.68 1.74 -3.14
7 C -1.85 2.76 -3.02
8 P -0.48 2.83 -1.87
9 C 0.32 1.25 -2.28
10 N 0.20 0.03 -1.75
11 C 0.96 -0.81 -2.54
12 C 1.52 -0.09 -3.54
13 N 1.13 1.21 -3.36
14 C 1.50 2.31 -4.25
15 C -1.38 2.46 -0.33
16 N -1.53 1.32 0.36
17 C -2.39 1.62 1.41
18 C -2.75 2.92 1.34
19 N -2.09 3.44 0.25
20 C -2.21 4.83 -0.18
21 H -2.08 5.64 -4.76
22 H -1.33 5.57 -3.17
23 H -0.50 4.88 -4.58
24 H -3.68 3.96 -5.37
25 H -4.35 1.45 -4.45
26 H 1.09 -1.85 -2.32
27 H 2.17 -0.38 -4.35
28 H 2.54 2.20 -4.52
29 H 0.87 2.29 -5.14
30 H 1.37 3.25 -3.72
31 H -2.69 0.87 2.12
32 H -3.39 3.51 1.96
33 H -2.18 5.47 0.70
34 H -1.37 5.08 -0.82
35 H -3.14 4.97 -0.72
36 I -2.75 -2.33 -2.89
37 C -4.83 -2.21 -2.48
38 I -5.42 -0.68 -1.14
39 H -5.13 -3.15 -2.05
40 H -5.32 -2.01 -3.42
41 N -5.29 -4.41 0.23
42 C -4.53 -3.85 0.88
43 C -3.55 -3.10 1.63
44 C -3.31 -3.30 2.98
45 C -2.34 -2.54 3.60
46 C -1.61 -1.63 2.86
47 N -1.84 -1.43 1.55
48 C -2.81 -2.14 0.96
49 H -3.88 -4.04 3.53
50 H -2.12 -2.66 4.65
51 H -0.81 -1.05 3.29
52 H -2.99 -1.97 -0.09
53 C -0.62 -5.04 -0.82
54 C 0.13 -4.31 0.26
55 C 0.60 -4.97 1.39
56 C 1.26 -4.28 2.41
57 C 1.77 -5.02 3.61
58 C 1.45 -2.91 2.30
59 C 1.04 -2.23 1.16
60 C 0.38 -2.95 0.16
61 N 1.03 -0.80 1.01
62 C 2.17 0.11 1.34
63 C 3.20 0.04 0.21
64 C 4.35 1.01 0.47
65 C 3.79 2.43 0.57
66 C 2.78 2.51 1.71
67 C 3.46 2.14 3.03
68 C 4.01 0.72 2.93
69 C 5.03 0.64 1.80
70 C 2.86 -0.27 2.65
71 C 1.64 1.53 1.44
72 H -0.34 -6.09 -0.85
73 H -0.43 -4.61 -1.80
74 H -1.70 -5.00 -0.66
75 H 0.46 -6.04 1.47
76 H 1.22 -5.95 3.78
77 H 1.70 -4.41 4.51
78 H 2.82 -5.28 3.48
79 H 1.91 -2.38 3.13
80 H 0.02 -2.47 -0.76
81 H 2.72 0.28 -0.74
82 H 3.58 -0.99 0.12
83 H 5.07 0.95 -0.35
84 H 3.31 2.71 -0.38
85 H 4.60 3.15 0.73
86 H 2.37 3.52 1.77
87 H 2.74 2.21 3.86
88 H 4.27 2.84 3.25
89 H 4.48 0.43 3.87
90 H 5.46 -0.36 1.73
91 H 5.86 1.33 2.00
92 H 2.14 -0.25 3.48
93 H 3.28 -1.28 2.59
94 H 1.15 1.80 0.49
95 H 0.87 1.59 2.22

Computed properties:
* multiplicity: 3
* HOMO level (alpha / beta): -13.4 / -13.4 eV
* total charge: +2
* <S²>: 2.071
* frontier orbital gap (alpha / beta): 7.829 / 7.995 eV
* LUMO energy (alpha / beta): -5.6 / -5.4 eV


No. 3
Here is a molecular structure, C37H45N6O8P2Ti in a non-equilibrium geometry from OMol25. Energies are from wB97M-V/def2-TZVPD.

CARTESIAN COORDINATES (ANGSTROEM)
1 Ti 1.27 0.14 0.33
2 O 2.50 -1.00 -3.64
3 C 2.22 -0.28 -2.70
4 N 2.31 -0.64 -1.36
5 C 3.29 -1.55 -1.06
6 O 4.19 -1.96 -1.77
7 C 3.20 -2.08 0.35
8 C 4.19 -2.92 0.82
9 C 4.06 -3.42 2.10
10 C 2.95 -3.07 2.86
11 C 2.02 -2.21 2.32
12 N 2.14 -1.72 1.08
13 C 1.67 1.08 -2.93
14 C 1.54 1.59 -4.21
15 C 1.05 2.87 -4.35
16 C 0.69 3.58 -3.21
17 C 0.82 2.96 -1.97
18 N 1.31 1.73 -1.84
19 H 5.01 -3.16 0.16
20 H 4.82 -4.08 2.51
21 H 2.81 -3.44 3.86
22 H 1.16 -1.87 2.87
23 H 1.83 0.98 -5.06
24 H 0.93 3.32 -5.33
25 H 0.30 4.59 -3.27
26 H 0.51 3.45 -1.06
27 O 1.18 3.71 2.04
28 C 0.89 2.54 1.74
29 O 0.69 2.09 0.58
30 C 0.80 1.43 2.82
31 O 0.89 1.69 4.01
32 O 0.66 0.27 2.28
33 C -1.03 -1.10 -3.36
34 P -0.86 -1.56 -1.59
35 C -2.62 -1.55 -1.08
36 N -3.48 -2.23 -1.87
37 C -4.73 -2.43 -1.36
38 C -5.67 -3.17 -2.09
39 C -6.93 -3.44 -1.57
40 C -7.28 -2.96 -0.31
41 C -6.38 -2.20 0.42
42 C -5.10 -1.91 -0.09
43 N -4.26 -1.09 0.62
44 C -3.03 -0.91 0.09
45 P -1.98 0.42 0.75
46 C -2.48 0.43 2.51
47 C -2.87 1.94 0.07
48 C -2.20 3.21 0.60
49 C -4.36 2.01 0.43
50 C -2.71 1.91 -1.45
51 C -0.46 -3.40 -1.67
52 C -0.24 -3.86 -0.23
53 C 0.84 -3.58 -2.47
54 C -1.51 -4.32 -2.31
55 H -1.85 -1.67 -3.81
56 H -0.09 -1.27 -3.90
57 H -1.27 -0.04 -3.42
58 H -5.38 -3.55 -3.06
59 H -7.64 -4.02 -2.14
60 H -8.26 -3.17 0.10
61 H -6.63 -1.80 1.39
62 H -3.55 0.29 2.61
63 H -2.16 1.36 3.00
64 H -1.96 -0.39 3.01
65 H -2.13 3.22 1.69
66 H -2.80 4.08 0.31
67 H -1.20 3.34 0.19
68 H -4.49 2.24 1.49
69 H -4.88 1.08 0.22
70 H -4.83 2.82 -0.14
71 H -1.66 1.79 -1.73
72 H -3.08 2.85 -1.88
73 H -3.28 1.09 -1.90
74 H 0.70 -3.48 0.17
75 H -0.21 -4.96 -0.19
76 H -1.05 -3.52 0.43
77 H 1.62 -2.88 -2.18
78 H 0.67 -3.45 -3.54
79 H 1.22 -4.60 -2.32
80 H -2.40 -4.41 -1.70
81 H -1.06 -5.31 -2.43
82 H -1.82 -3.97 -3.30
83 O 4.27 2.62 0.35
84 C 3.76 1.90 1.21
85 O 3.15 0.81 1.09
86 C 3.87 2.43 2.66
87 N 3.68 3.92 2.55
88 C 4.60 4.60 3.51
89 C 5.20 3.47 4.33
90 C 5.22 2.30 3.35
91 H 3.07 2.04 3.29
92 H 2.65 4.09 2.65
93 H 3.92 4.11 1.57
94 H 4.05 5.34 4.09
95 H 5.36 5.11 2.93
96 H 4.55 3.23 5.17
97 H 6.18 3.73 4.73
98 H 5.32 1.33 3.84
99 H 6.03 2.40 2.62

Computed properties:
* multiplicity: 3
* HOMO level (alpha / beta): -2.2 / -4.8 eV
* total charge: -1
* <S²>: 2.023
* frontier orbital gap (alpha / beta): 4.089 / 6.719 eV
* LUMO energy (alpha / beta): 1.9 / 1.9 eV


No. 4
Here is a molecular structure, C37H46DyN14O5S in a non-equilibrium geometry from OMol25. Energies are from wB97M-V/def2-TZVPD.

CARTESIAN COORDINATES (ANGSTROEM)
1 Dy -0.35 -0.12 -0.37
2 N -1.23 -4.39 -0.94
3 C -0.65 -3.32 -0.31
4 S -1.62 -2.45 0.81
5 N 0.64 -3.15 -0.47
6 N 1.18 -2.03 0.09
7 C 2.45 -2.08 0.31
8 C 3.24 -0.96 0.76
9 C 4.62 -1.15 0.92
10 C 5.46 -0.11 1.29
11 C 4.91 1.14 1.55
12 C 3.56 1.35 1.42
13 C 2.67 0.33 1.00
14 O 1.42 0.60 0.84
15 H -2.23 -4.26 -1.07
16 H -0.75 -4.67 -1.78
17 H 2.99 -3.02 0.13
18 H 5.02 -2.14 0.74
19 H 6.52 -0.27 1.36
20 H 5.55 1.96 1.85
21 H 3.14 2.32 1.62
22 O -2.17 -2.50 -2.87
23 C -1.93 -1.44 -2.30
24 O -0.79 -0.86 -2.29
25 C -3.02 -0.61 -1.59
26 O -4.15 -0.57 -2.07
27 O -2.57 0.07 -0.60
28 C -1.13 -0.24 3.19
29 N -0.33 0.94 3.40
30 C 0.90 0.66 4.10
31 C -0.39 1.95 2.48
32 N -1.03 1.82 1.36
33 C -1.56 2.98 0.77
34 C -2.26 3.89 1.56
35 C -2.75 5.08 1.05
36 C -2.52 5.39 -0.28
37 C -1.91 4.46 -1.09
38 C -1.47 3.23 -0.61
39 N -0.87 2.32 -1.48
40 C -1.39 2.21 -2.68
41 N -0.58 1.95 -3.76
42 C -0.88 0.86 -4.67
43 C 0.82 2.32 -3.69
44 N -2.69 2.44 -3.00
45 C -3.78 2.39 -2.05
46 C -3.12 2.77 -4.34
47 N 0.27 3.11 2.88
48 C 0.84 3.99 1.89
49 C 0.00 3.72 4.15
50 H -1.54 -0.55 4.16
51 H -0.53 -1.07 2.78
52 H -1.95 -0.04 2.50
53 H 1.54 0.00 3.50
54 H 0.67 0.15 5.04
55 H 1.45 1.57 4.31
56 H -2.42 3.64 2.60
57 H -3.29 5.77 1.69
58 H -2.83 6.35 -0.68
59 H -1.74 4.70 -2.14
60 H -1.88 0.48 -4.46
61 H -0.18 0.04 -4.50
62 H -0.80 1.19 -5.71
63 H 1.04 2.72 -2.71
64 H 1.03 3.08 -4.46
65 H 1.45 1.45 -3.88
66 H -3.47 1.90 -1.13
67 H -4.58 1.78 -2.48
68 H -4.14 3.40 -1.82
69 H -2.27 3.06 -4.96
70 H -3.80 3.63 -4.27
71 H -3.65 1.95 -4.82
72 H 1.05 3.42 0.99
73 H 1.78 4.39 2.29
74 H 0.18 4.83 1.64
75 H -0.41 3.00 4.85
76 H -0.71 4.55 4.04
77 H 0.93 4.14 4.57
78 C 1.56 -2.35 -3.43
79 C 2.32 -1.16 -2.99
80 N 1.95 -0.28 -2.08
81 C 2.97 0.62 -1.98
82 C 3.96 0.30 -2.85
83 N 3.55 -0.84 -3.49
84 C 4.23 -1.45 -4.60
85 N 4.44 -2.87 -4.46
86 N 4.28 -3.67 -5.54
87 N 4.61 -4.86 -5.26
88 C 5.02 -4.91 -3.96
89 C 5.50 -5.97 -3.18
90 C 5.85 -5.67 -1.88
91 C 5.72 -4.38 -1.36
92 C 5.26 -3.32 -2.11
93 C 4.92 -3.60 -3.42
94 H 0.51 -2.21 -3.17
95 H 1.92 -3.24 -2.91
96 H 1.66 -2.51 -4.51
97 H 2.92 1.45 -1.31
98 H 4.91 0.75 -3.05
99 H 5.20 -0.95 -4.72
100 H 3.65 -1.34 -5.53
101 H 5.58 -6.96 -3.59
102 H 6.22 -6.46 -1.24
103 H 5.99 -4.21 -0.32
104 H 5.16 -2.33 -1.69

Computed properties:
* multiplicity: 6
* HOMO level (alpha / beta): -4.4 / -4.4 eV
* total charge: -1
* <S²>: 9.337
* frontier orbital gap (alpha / beta): 6.500 / 6.497 eV
* LUMO energy (alpha / beta): 2.1 / 2.1 eV


No. 5
Here is a molecular structure, C37H46F4N2O2PSiTi in a non-equilibrium geometry from OMol25. Energies are from wB97M-V/def2-TZVPD.

CARTESIAN COORDINATES (ANGSTROEM)
1 Ti 0.05 0.82 -0.19
2 C 3.27 3.01 -1.37
3 C 4.29 2.04 -0.76
4 N 3.68 0.97 0.02
5 C 4.63 0.45 1.00
6 C 4.59 1.29 2.28
7 C 3.13 -0.04 -0.88
8 C 2.35 -1.16 -0.17
9 N 1.29 -0.59 0.62
10 C 1.00 -1.12 1.79
11 C 0.25 -0.36 2.72
12 F -0.25 0.85 2.26
13 C 0.03 -0.71 4.04
14 F -0.56 0.17 4.88
15 C 0.49 -1.93 4.53
16 C 1.13 -2.76 3.63
17 F 1.54 -3.98 4.06
18 C 1.39 -2.40 2.32
19 F 1.96 -3.35 1.51
20 H 3.67 3.43 -2.29
21 H 3.06 3.82 -0.68
22 H 2.33 2.51 -1.60
23 H 4.95 2.61 -0.10
24 H 4.92 1.62 -1.56
25 H 5.66 0.42 0.59
26 H 4.36 -0.57 1.26
27 H 4.69 2.35 2.06
28 H 5.41 0.99 2.93
29 H 3.65 1.12 2.80
30 H 3.92 -0.50 -1.50
31 H 2.41 0.46 -1.53
32 H 3.04 -1.74 0.45
33 H 1.98 -1.84 -0.95
34 H 0.30 -2.24 5.54
35 O -0.90 2.57 -0.62
36 C -1.69 1.65 -0.24
37 C -3.05 1.42 -0.11
38 C -4.11 2.36 -0.16
39 C -5.40 1.96 0.04
40 C -5.71 0.60 0.25
41 C -4.69 -0.34 0.30
42 C -3.38 0.04 0.14
43 P -1.92 -1.03 0.34
44 C -2.42 -1.92 1.84
45 C -2.74 -1.11 2.94
46 C -3.01 -1.65 4.17
47 C -2.96 -3.03 4.35
48 C -2.65 -3.85 3.28
49 C -2.38 -3.31 2.03
50 C -2.10 -2.25 -1.00
51 C -2.95 -2.04 -2.10
52 C -2.89 -2.87 -3.20
53 C -1.98 -3.91 -3.25
54 C -1.11 -4.11 -2.18
55 C -1.16 -3.28 -1.09
56 H -3.87 3.40 -0.34
57 H -6.20 2.68 0.05
58 H -6.74 0.30 0.36
59 H -4.93 -1.39 0.46
60 H -2.78 -0.03 2.80
61 H -3.24 -1.01 5.01
62 H -3.16 -3.46 5.32
63 H -2.61 -4.92 3.41
64 H -2.16 -3.96 1.21
65 H -3.65 -1.22 -2.08
66 H -3.55 -2.70 -4.04
67 H -1.93 -4.55 -4.12
68 H -0.38 -4.92 -2.22
69 H -0.44 -3.40 -0.28
70 C 0.23 3.76 2.45
71 C 1.21 3.63 1.28
72 O 1.37 2.31 0.81
73 H 0.12 4.82 2.70
74 H 0.57 3.22 3.33
75 H -0.74 3.38 2.15
76 H 2.19 4.04 1.57
77 H 0.81 4.19 0.43
78 H 2.02 1.83 1.35
79 C -0.38 0.14 -5.33
80 Si 0.51 0.88 -3.78
81 C 0.16 2.77 -3.82
82 C 2.37 0.57 -4.19
83 C -0.09 0.09 -2.20
84 H 0.04 0.50 -6.27
85 H -1.44 0.39 -5.32
86 H -0.30 -0.94 -5.33
87 H 0.02 3.13 -4.84
88 H 0.96 3.35 -3.37
89 H -0.74 2.98 -3.26
90 H 2.56 0.75 -5.25
91 H 2.64 -0.46 -3.98
92 H 3.05 1.21 -3.64
93 H -1.19 0.04 -2.30
94 H 0.25 -0.96 -2.17

Computed properties:
* multiplicity: 3
* HOMO level (alpha / beta): -1.9 / -4.1 eV
* total charge: -1
* <S²>: 2.028
* frontier orbital gap (alpha / beta): 4.476 / 6.688 eV
* LUMO energy (alpha / beta): 2.6 / 2.5 eV